No. 1
A gas-phase ion, C5H10N3 (charge +1) in a non-equilibrium geometry. Source: the OMol25 dataset; level of theory: ωB97M-V/def2-TZVPD.

Results
energy above the lowest of the compared OMol25 structures with the same formula, charge and spin: 321.2 kJ/mol
SMILES: Cc1cn(N)c(C)[nH+]1
LUMO level: -0.10817 Eh
HOMO level: -0.4589 hartree
calculated total energy: -360.4528 hartree
charge: +1

Each line ends with the Löwdin charge.
Element x y z (Å)
C1 0.525 0.273 -2.873  -0.01
C2 0.373 0.249 -1.376  -0.10
C3 1.327 -0.698 -0.302  0.13
N1 0.632 -0.594 0.796  -0.17
N2 0.955 -1.087 2.041  0.13
C4 -0.431 0.286 0.745  -0.24
C5 -1.551 0.123 1.744  0.03
N3 -0.523 0.716 -0.499  0.13
H1 0.586 1.203 -3.390  0.08
H2 1.441 -0.182 -3.056  0.06
H3 -0.238 -0.442 -3.193  0.10
H4 2.129 -1.389 -0.415  0.12
H5 1.735 -1.752 2.014  0.12
H6 0.119 -1.627 2.439  0.14
H7 -1.751 -0.920 1.735  0.08
H8 -1.073 0.386 2.684  0.10
H9 -2.431 0.682 1.474  0.10
H10 -1.294 1.308 -0.804  0.20


No. 2
A gas-phase ion, C5H10N3 (charge +1) in a non-equilibrium geometry. Source: the OMol25 dataset; level of theory: ωB97M-V/def2-TZVPD.

Results
energy above the lowest of the compared OMol25 structures with the same formula, charge and spin: 288.2 kJ/mol
spin multiplicity: 3
LUMO level (alpha / beta): -0.14128 / -0.24555 Eh
<S²>: 2.024
HOMO level (alpha / beta): -0.4172 / -0.5838 hartree
calculated total energy: -360.3161 hartree
charge: +1

Each line ends with the Löwdin charge.
Element x y z (Å)
C1 -0.815 -1.608 -0.078  -0.08
C2 -0.288 0.371 0.713  -0.02
C3 1.236 1.304 2.315  -0.07
C4 -0.348 -1.991 -2.384  0.01
C5 0.194 1.577 1.238  -0.18
N1 -0.624 -0.795 0.933  0.18
N2 -0.160 0.144 -1.331  0.24
N3 -0.583 -1.092 -1.305  -0.23
H1 -1.363 -2.630 0.068  0.19
H2 2.222 0.831 1.956  0.12
H3 0.985 0.674 3.175  0.09
H4 1.431 2.223 2.741  0.05
H5 0.698 -2.180 -2.288  0.11
H6 -1.105 -2.818 -2.210  0.13
H7 -0.657 -1.588 -3.314  0.09
H8 0.539 2.104 0.447  0.09
H9 -0.639 2.151 1.817  0.19
H10 -0.147 0.612 -2.144  0.08


No. 3
A gas-phase ion, C5H10N3O (charge +1) in a non-equilibrium geometry. Source: the OMol25 dataset; level of theory: ωB97M-V/def2-TZVPD.

Results
energy above the lowest of the compared OMol25 structures with the same formula, charge and spin: 459.7 kJ/mol
LUMO level (alpha / beta): -0.25560 / -0.23529 Eh
HOMO level (alpha / beta): -0.5365 / -0.5350 hartree
calculated total energy: -435.6270 hartree
charge: +1

Each line ends with the Löwdin charge.
Element x y z (Å)
C1 -1.498 1.243 -0.196  -0.50
C2 -0.473 -1.044 -0.121  -0.29
C3 1.793 -0.685 0.527  -0.07
C4 -0.635 -2.541 0.055  0.05
C5 0.488 2.687 -0.393  -0.06
N1 0.648 -0.403 -0.124  0.10
N2 -1.595 -0.266 -0.336  0.19
N3 -0.260 1.644 0.013  0.14
O1 -2.500 1.869 -0.201  0.18
H1 1.974 -0.193 1.425  0.08
H2 2.683 -0.470 -0.165  0.14
H3 1.671 -1.810 0.892  0.14
H4 0.463 -2.861 0.269  0.11
H5 -1.019 -2.895 -0.901  0.11
H6 -1.417 -2.797 0.767  0.11
H7 1.498 2.665 0.189  0.14
H8 0.139 3.593 0.191  0.17
H9 0.650 2.753 -1.434  0.10
H10 -2.607 -0.489 -0.456  0.19


No. 4
A gas-phase ion, C5H10N3O (charge +1) in a non-equilibrium geometry. Source: the OMol25 dataset; level of theory: ωB97M-V/def2-TZVPD.

Results
energy above the lowest of the compared OMol25 structures with the same formula, charge and spin: 232.3 kJ/mol
SMILES: CO[C@H](C)[n+]1cnc[nH]1
LUMO level: -0.13899 Eh
HOMO level: -0.5543 hartree
calculated total energy: -435.7136 hartree
charge: +1

Each line ends with the Löwdin charge.
Element x y z (Å)
C1 -0.337 2.149 -1.159  -0.04
O1 0.008 1.487 0.054  -0.15
C2 -0.620 0.467 0.623  -0.37
C3 -0.100 0.506 2.042  0.02
N1 -0.142 -0.808 -0.058  0.02
C4 -0.744 -1.962 -0.388  -0.04
N2 0.121 -2.784 -0.933  0.14
C5 1.266 -2.119 -0.994  -0.07
N3 1.151 -0.953 -0.405  0.17
H1 0.376 2.854 -1.211  0.04
H2 -1.362 2.746 -1.164  0.14
H3 -0.237 1.540 -2.179  0.14
H4 -1.684 0.531 0.497  0.17
H5 -0.683 1.115 2.651  0.07
H6 -0.241 -0.572 2.406  0.12
H7 1.009 0.708 1.947  0.12
H8 -1.759 -2.067 -0.075  0.15
H9 2.137 -2.639 -1.338  0.15
H10 1.840 -0.198 -0.318  0.21


No. 5
A molecular structure, C5H10N3O2 in a non-equilibrium geometry. Source: the OMol25 dataset; level of theory: ωB97M-V/def2-TZVPD.

Results
energy above the lowest of the compared OMol25 structures with the same formula, charge and spin: 540.2 kJ/mol
LUMO level: 0.14133 Eh
HOMO level: -0.1211 hartree
calculated total energy: -511.0256 hartree
charge: -1

Each line ends with the Löwdin charge.
Element x y z (Å)
C1 3.385 -1.024 -0.847  -0.03
C2 3.186 -0.421 0.368  -0.39
C3 -2.276 1.119 -0.576  -0.10
C4 -1.173 -0.744 0.888  -0.06
C5 -1.005 0.667 0.208  -0.45
N1 2.097 1.823 -0.266  -0.06
N2 0.140 0.756 -0.652  -0.01
N3 1.273 0.922 -0.122  -0.14
O1 1.945 -0.373 0.860  -0.12
O2 3.312 1.758 0.129  -0.18
H1 4.385 -0.967 -1.310  0.03
H2 2.572 -1.264 -1.360  -0.02
H3 3.808 0.009 1.127  0.08
H4 -3.061 1.177 0.083  0.01
H5 -1.957 2.147 -0.925  0.08
H6 -2.713 0.386 -1.385  0.10
H7 -0.246 -1.102 0.811  -0.02
H8 -1.883 -1.524 0.412  0.09
H9 -1.501 -0.688 1.954  0.07
H10 -0.744 1.488 0.867  0.12


No. 6
2 unconnected molecules or ions with the total composition C5H10N3O3 in a non-equilibrium geometry. Source: the OMol25 dataset; level of theory: ωB97M-V/def2-TZVPD.

Results
energy above the lowest of the compared OMol25 structures with the same formula, charge and spin: 265.8 kJ/mol
LUMO level (alpha / beta): 0.10604 / 0.10604 Eh
HOMO level (alpha / beta): -0.0481 / -0.0480 hartree
calculated total energy: -586.3369 hartree
charge: -1

Each line ends with the Löwdin charge.
Element x y z (Å)
C1 0.746 -1.467 1.383  -0.54
C2 0.330 0.501 0.537  -0.04
C3 -0.693 -0.416 -0.066  -0.43
C4 -2.109 0.124 0.108  -0.02
C5 -0.538 -0.726 -1.666  0.03
N1 1.086 -0.127 1.362  0.17
N2 -0.458 -1.586 0.733  -0.05
N3 1.710 3.324 0.109  -0.30
O1 3.095 3.114 0.406  -0.39
O2 1.373 -2.354 1.923  0.06
O3 -0.936 -2.821 0.220  0.02
H1 0.350 1.598 0.510  0.07
H2 -2.315 0.278 1.155  0.09
H3 -2.969 -0.379 -0.226  0.07
H4 -2.066 0.993 -0.382  0.05
H5 -0.063 0.069 -2.140  0.04
H6 -1.513 -0.758 -1.972  0.03
H7 0.114 -1.668 -1.881  0.12
H8 3.250 2.194 0.772  0.03
H9 1.767 3.496 -0.919  -0.11
H10 -0.161 -3.388 0.035  0.11


No. 7
2 unconnected molecules or ions with the total composition C5H10N3O4S2 in a non-equilibrium geometry. Source: the OMol25 dataset; level of theory: ωB97M-V/def2-TZVPD.

Results
energy above the lowest of the compared OMol25 structures with the same formula, charge and spin: 56.8 kJ/mol
LUMO level: 0.11350 Eh
HOMO level: -0.2020 hartree
calculated total energy: -1457.9770 hartree
charge: -1

Each line ends with the Löwdin charge.
Element x y z (Å)
C1 -2.708 0.310 0.197  -0.22
C2 -1.540 -0.078 -0.278  -0.19
C3 -3.515 1.286 -0.597  -0.12
C4 2.792 -2.099 -0.918  -0.37
C5 2.083 0.263 0.332  -0.59
N1 2.351 1.427 0.852  0.01
N2 0.760 -0.932 1.259  -0.18
N3 1.511 2.398 0.516  -0.49
O1 1.818 3.544 0.779  0.00
O2 0.458 2.155 -0.099  -0.03
O3 -0.383 -2.330 -0.373  -0.39
O4 -1.606 -1.804 1.691  -0.37
S1 3.430 -0.851 0.256  0.85
S2 -0.674 -1.334 0.666  0.52
H1 -3.079 0.076 1.150  0.08
H2 -1.040 0.331 -1.175  0.10
H3 -3.399 2.233 0.083  0.11
H4 -3.092 1.589 -1.591  0.08
H5 -4.548 0.993 -0.824  0.06
H6 3.119 -1.881 -2.000  0.05
H7 1.780 -1.944 -0.854  -0.05
H8 3.346 -3.049 -0.801  0.04
H9 1.459 0.238 -0.444  0.03
H10 0.677 -0.541 2.173  0.03


No. 8
A gas-phase ion, C5H10N3S (charge +1) in a non-equilibrium geometry. Source: the OMol25 dataset; level of theory: ωB97M-V/def2-TZVPD.

Results
energy above the lowest of the compared OMol25 structures with the same formula, charge and spin: 34.3 kJ/mol
SMILES: CC1(C)NC=[NH+]C(=S)N1
LUMO level (alpha / beta): -0.18251 / -0.18250 Eh
HOMO level (alpha / beta): -0.4709 / -0.4709 hartree
calculated total energy: -758.7085 hartree
charge: +1

Each line ends with the Löwdin charge.
Element x y z (Å)
C1 0.797 1.199 -0.565  -0.01
C2 -0.288 0.504 0.165  -0.63
C3 -1.297 1.470 0.860  0.01
N1 -0.931 -0.230 -0.891  0.16
C4 -0.327 -1.330 -1.259  0.04
N2 0.654 -1.996 -0.481  0.08
C5 1.015 -1.538 0.753  -0.88
S1 1.943 -2.467 1.746  0.77
N3 0.298 -0.399 1.092  0.07
H1 1.525 0.390 -0.670  0.09
H2 1.163 2.076 0.111  0.14
H3 0.467 1.620 -1.585  0.13
H4 -2.053 0.694 1.348  0.14
H5 -1.813 2.169 0.180  0.10
H6 -0.831 2.022 1.653  0.08
H7 -1.661 0.258 -1.407  0.19
H8 -0.483 -1.784 -2.234  0.17
H9 1.292 -2.681 -0.880  0.16
H10 0.530 0.023 2.063  0.20